{"formula": "C34H87N5O12", "method": "ωB97M-V/def2-TZVPD", "lumo_energy_ev": 0.65, "total_charge": 0, "smiles": "COCCNCCOC.COCCNCCOC.COCCNCCOC.COCCNCCOC.COCCNCCOC.CCO.CCO", "mol_weight_g_mol": 758.093, "gap_ev": 8.75, "de_lowest_kcal_mol": 136.1, "elements": ["C", "O", "C", "C", "N", "C", "C", "O", "C", "H", "H", "H", "H", "H", "H", "H", "H", "H", "H", "H", "H", "H", "H", "H", "C", "O", "C", "C", "N", "C", "C", "O", "C", "H", "H", "H", "H", "H", "H", "H", "H", "H", "H", "H", "H", "H", "H", "H", "C", "O", "C", "C", "N", "C", "C", "O", "C", "H", "H", "H", "H", "H", "H", "H", "H", "H", "H", "H", "H", "H", "H", "H", "C", "O", "C", "C", "N", "C", "C", "O", "C", "H", "H", "H", "H", "H", "H", "H", "H", "H", "H", "H", "H", "H", "H", "H", "C", "O", "C", "C", "N", "C", "C", "O", "C", "H", "H", "H", "H", "H", "H", "H", "H", "H", "H", "H", "H", "H", "H", "H", "C", "C", "O", "H", "H", "H", "H", "H", "H", "C", "C", "O", "H", "H", "H", "H", "H", "H"], "xyz": [[4.5704, -1.1726, 5.1679], [4.2684, -1.6469, 3.8598], [5.1599, -1.3218, 2.7613], [4.9470, -2.0563, 1.4235], [3.6053, -2.1142, 0.8986], [3.5326, -2.9103, -0.3408], [2.1443, -2.8424, -1.1179], [2.2476, -3.5713, -2.3686], [1.0958, -3.4893, -3.1554], [5.5197, -1.5545, 5.5434], [3.8190, -1.4820, 5.8944], [4.5342, -0.0837, 5.1346], [6.2276, -1.4153, 2.9600], [4.9296, -0.2768, 2.5538], [5.1899, -3.1188, 1.4388], [5.7150, -1.6271, 0.7800], [3.0282, -2.5302, 1.6155], [3.7117, -3.9639, -0.1263], [4.2658, -2.4904, -1.0293], [2.0525, -1.7603, -1.2114], [1.4600, -3.3328, -0.4255], [1.0236, -2.5313, -3.6704], [0.2558, -3.8118, -2.5402], [1.1777, -4.1492, -4.0191], [-0.9862, 1.0807, 2.5432], [-0.7502, 0.8608, 3.9291], [-1.4091, -0.2740, 4.5210], [-2.9473, -0.1175, 4.5598], [-3.5267, -0.6362, 3.3690], [-3.1338, -1.9844, 2.9208], [-4.2241, -2.6185, 1.9514], [-5.4898, -2.8448, 2.5686], [-5.5461, -3.9835, 3.4333], [-0.2616, 1.7661, 2.1035], [-1.9737, 1.5156, 2.3889], [-0.8934, 0.1008, 2.0751], [-1.0481, -0.2819, 5.5494], [-1.2345, -1.2391, 4.0453], [-3.1471, 0.9539, 4.5778], [-3.5918, -0.6153, 5.2842], [-4.5025, -0.3781, 3.3325], [-2.7847, -2.7256, 3.6398], [-2.2391, -1.8761, 2.3077], [-3.8738, -3.5118, 1.4343], [-4.4817, -2.0097, 1.0847], [-5.1745, -3.8528, 4.4496], [-4.9458, -4.7639, 2.9656], [-6.5808, -4.3260, 3.4490], [-2.6568, -2.0478, -2.0943], [-3.6522, -3.0028, -2.1289], [-4.5658, -3.0079, -3.2554], [-3.9590, -3.7763, -4.5399], [-2.9452, -3.0993, -5.3242], [-3.1190, -1.6781, -5.5780], [-1.8934, -1.2608, -6.4014], [-2.0814, -1.9288, -7.6526], [-2.2589, -1.1165, -8.8479], [-3.1232, -1.0658, -2.1731], [-1.9159, -2.1197, -2.8906], [-2.2263, -2.1585, -1.0990], [-4.9295, -2.0095, -3.4979], [-5.4775, -3.5081, -2.9289], [-4.7120, -3.9933, -5.2976], [-3.4773, -4.6944, -4.2037], [-2.8953, -3.5623, -6.2205], [-3.1656, -1.2017, -4.5987], [-3.9970, -1.4058, -6.1638], [-1.0068, -1.6697, -5.9167], [-1.7229, -0.1874, -6.4839], [-1.5276, -0.3679, -9.1528], [-3.2563, -0.6921, -8.7333], [-2.4521, -1.7378, -9.7225], [-3.1642, 3.9344, -0.6022], [-3.7801, 3.1337, -1.5883], [-4.9053, 2.4165, -1.2045], [-4.5875, 1.2555, -0.0854], [-4.1038, 1.6538, 1.2730], [-5.1493, 2.5327, 1.8807], [-6.4319, 1.8318, 2.3066], [-6.0097, 0.8498, 3.1599], [-7.0839, -0.1289, 3.4386], [-3.8291, 4.4428, 0.0961], [-2.6093, 4.6973, -1.1482], [-2.4483, 3.2975, -0.0827], [-5.1809, 2.0060, -2.1759], [-5.6566, 3.0764, -0.7708], [-3.7960, 0.6853, -0.5717], [-5.3917, 0.5290, 0.0308], [-3.9387, 0.9201, 1.9471], [-5.2651, 3.4513, 1.3056], [-4.6650, 2.9058, 2.7831], [-6.9215, 1.2761, 1.5069], [-7.0024, 2.5818, 2.8543], [-6.7991, -0.9453, 4.1023], [-7.4323, -0.6751, 2.5620], [-7.9364, 0.3621, 3.9079], [9.8119, 0.0555, 2.5664], [9.0362, 0.6031, 1.4754], [8.8515, 1.9685, 1.4893], [7.7569, 2.4061, 0.4087], [6.4065, 2.1882, 0.9097], [5.2820, 2.5444, 0.0592], [5.2225, 1.7796, -1.2565], [4.2261, 2.4337, -2.0258], [4.1897, 1.8368, -3.3220], [9.9310, 0.8200, 3.3343], [10.7605, -0.3027, 2.1664], [9.3827, -0.7319, 3.1860], [8.7198, 2.2798, 2.5256], [9.8510, 2.3295, 1.2465], [8.0565, 3.4352, 0.2102], [7.8208, 1.7193, -0.4353], [6.4199, 1.1900, 1.0629], [4.3116, 2.4913, 0.5527], [5.3299, 3.5991, -0.2117], [6.2051, 1.7835, -1.7282], [5.1052, 0.7305, -0.9849], [4.0846, 0.7766, -3.0920], [5.0092, 2.1204, -3.9824], [3.3262, 2.0416, -3.9550], [1.5697, 4.3936, 1.0583], [2.6696, 5.4248, 0.8529], [2.0398, 6.6601, 0.8723], [2.0402, 3.7919, 1.8358], [1.4344, 3.8144, 0.1449], [0.6439, 4.8629, 1.3910], [3.1147, 5.2956, -0.1336], [3.5589, 5.4918, 1.4796], [1.4578, 6.7322, 0.1122], [1.2845, 0.9553, -0.3985], [0.0839, 0.1320, -0.9288], [-1.0957, 0.9126, -1.2434], [1.4696, 1.6472, -1.2201], [2.1358, 0.2969, -0.2257], [1.0001, 1.5729, 0.4534], [-0.0580, -0.8386, -0.4536], [0.4284, -0.0958, -1.9375], [-1.5041, 1.0673, -0.3885]], "atomic_forces_ev_per_a": [[0.1, 0.4, -0.8], [0.2, -1.5, -0.7], [-1.1, 0.7, 0.1], [0.0, -1.5, 1.0], [-1.2, 1.2, -1.1], [-0.8, 0.0, -0.5], [2.3, -0.4, 0.7], [0.9, 0.8, 1.5], [0.0, -0.3, -0.5], [0.3, 0.2, -0.2], [-0.3, -0.3, -0.5], [0.4, 0.2, 0.3], [0.0, -0.1, 0.6], [0.3, 0.4, -0.1], [1.1, -0.3, 0.8], [-0.4, 0.4, -0.5], [-0.2, 0.0, 0.1], [0.5, -0.3, -0.2], [0.3, -0.3, 0.0], [-1.0, -0.1, -0.5], [-0.8, 0.3, -0.3], [-0.5, 0.6, 0.6], [-0.5, 0.5, -0.3], [0.2, -0.6, 0.3], [-0.4, -0.5, 0.5], [0.1, -0.4, 0.4], [-1.0, 0.9, 0.8], [0.1, 0.2, -0.3], [0.0, -0.8, -2.2], [-1.3, 0.4, -2.0], [0.1, 0.6, 0.7], [0.2, -0.2, 0.6], [0.2, -0.1, -1.0], [0.3, -0.1, 0.5], [0.0, -0.2, -0.2], [-0.2, 0.0, -0.6], [0.2, -0.2, -0.1], [0.8, 0.2, -0.2], [-0.1, 0.1, 0.3], [1.2, 0.1, 1.6], [-0.1, -0.7, -0.2], [-0.6, 0.0, 0.8], [0.1, 0.0, -0.4], [0.4, -0.5, 0.5], [0.3, 0.8, 0.3], [0.0, 0.5, 0.1], [0.0, -0.3, 0.1], [0.0, 0.1, 0.1], [-0.1, 0.9, 0.1], [-1.8, -1.5, -1.0], [1.4, -0.8, -0.8], [-0.6, 0.8, 0.7], [0.7, 0.8, 0.2], [0.9, 0.0, 0.3], [-0.5, -0.3, 0.1], [1.2, 0.6, -1.6], [-1.7, -0.7, 0.7], [0.2, 0.4, 0.1], [0.2, -0.3, 0.0], [0.4, 0.2, -0.2], [0.4, 0.4, -0.1], [0.3, -0.5, 0.1], [-1.1, -0.4, 0.7], [-0.4, -0.2, 0.2], [0.2, -0.1, 0.0], [0.1, 0.4, -0.2], [-0.5, 0.0, 0.0], [0.1, -0.1, -0.1], [-0.4, 0.1, -0.3], [0.4, -0.1, 0.7], [0.1, 0.9, 0.0], [0.6, -0.7, 0.3], [0.9, -0.2, -0.5], [0.2, 0.7, 0.0], [0.6, -1.2, 2.0], [0.9, -0.3, -0.7], [-1.9, 2.4, -1.4], [1.7, -0.1, 0.2], [0.8, 0.8, -0.9], [-0.9, -3.3, 2.3], [0.3, 0.5, 0.1], [-0.3, -0.2, 0.0], [0.0, 0.1, 0.0], [0.0, 0.3, 0.5], [-0.7, -0.6, 0.5], [-0.4, 0.1, -0.3], [0.2, -0.1, 0.1], [-0.6, 0.2, -0.4], [0.1, -0.8, -0.5], [-0.5, -0.3, -0.3], [-0.2, 0.0, 0.4], [-0.6, 0.9, -0.5], [-0.8, 0.0, -0.3], [0.8, 0.5, 0.2], [0.2, 0.5, -0.5], [0.0, 0.3, -0.1], [-0.1, 1.0, -0.2], [-0.7, -3.3, 0.8], [0.3, 0.6, -0.7], [1.2, -0.8, 1.6], [-0.2, 0.2, 1.0], [0.4, 0.7, -0.7], [0.3, 0.9, 1.0], [0.2, -0.5, -0.8], [-0.7, -0.7, 0.2], [0.6, 0.4, -0.2], [0.1, 0.2, 0.2], [-0.8, -0.4, -0.8], [-0.9, 0.5, 0.0], [0.0, 1.1, -0.6], [-0.7, 0.1, -0.5], [1.2, 0.5, -0.5], [-0.5, -0.2, 0.4], [0.1, -0.5, 0.4], [0.4, 0.2, 0.1], [0.1, 0.4, -0.5], [-1.0, -0.5, -0.5], [0.6, -0.4, -0.8], [0.6, -0.3, 0.4], [-0.5, 0.7, 0.7], [1.7, -0.8, 0.6], [-0.3, 0.3, -1.8], [0.0, 2.4, 0.3], [-1.0, -0.9, 0.2], [-0.2, -0.1, 0.2], [0.2, -0.1, 0.1], [0.2, -0.3, -0.3], [-0.6, -0.4, 0.8], [0.0, 0.0, 0.0], [-1.5, 0.1, -0.5], [1.0, 0.7, -1.9], [0.7, -0.8, 1.2], [0.5, 0.1, 0.1], [0.0, 0.2, 0.2], [0.3, -0.3, 0.3], [-0.6, 0.2, 0.5], [-0.1, -0.6, -0.1], [-0.5, 0.4, 0.1]], "mulliken_charge": [-0.75, -0.39, -0.42, -0.85, 0.03, -1.09, 0.09, -0.44, -0.68, 0.29, 0.25, 0.31, 0.33, 0.26, 0.48, 0.40, 0.24, 0.42, 0.37, -0.17, 0.34, 0.24, 0.32, 0.38, 0.31, -0.51, -0.79, -0.69, 0.53, -0.65, -0.95, -0.33, -0.82, -0.01, -0.05, 0.12, 0.32, 0.45, 0.34, 0.51, 0.07, 0.47, 0.35, 0.59, 0.06, 0.26, 0.37, 0.28, -0.43, -0.47, -0.65, -0.79, -0.23, -0.25, -0.52, -0.36, -0.81, 0.31, 0.36, 0.14, 0.36, 0.39, 0.45, 0.32, 0.27, 0.24, 0.24, 0.13, 0.41, 0.30, 0.33, 0.29, -0.42, -0.43, -0.90, -0.46, 0.58, -1.08, -0.53, -0.40, -0.99, 0.28, 0.27, 0.08, 0.41, 0.36, 0.19, 0.46, -0.23, 0.43, 0.41, 0.43, 0.33, 0.25, 0.38, 0.39, -0.75, -0.31, -0.80, -0.47, -0.20, -0.65, -0.18, -0.36, -0.81, 0.33, 0.27, 0.25, 0.46, 0.45, 0.38, 0.27, 0.12, 0.10, 0.29, 0.52, 0.15, 0.31, 0.31, 0.30, -0.85, -0.28, -0.62, 0.27, 0.26, 0.45, 0.16, 0.32, 0.31, 0.30, -0.30, -0.56, 0.26, -0.11, -0.44, 0.14, 0.63, 0.04]}